# 1
Below is a cluster of 7 separate species, C50H97F13IO11PS in total at a distorted geometry, with properties calculated with wB97M-V/def2-TZVPD.

Summary:
SMILES string   C[C@H](I)C[C@@H](C[C@H](C)OCc1ccccc1)OC[C@@](COO)(OCCCC(F)(F)C(F)(F)C(F)(F)C(F)(F)S(F)(F)(F)(F)F)P(C)C.CCOCC.CCOCC.CCOCC.CCOCC.CCOCC.CCOCC
Energy   -139489.061 eV
LUMO level   0.240 eV
Frontier orbital gap   0.2938 Ha

Structure (ORCA input):
```
! wB97M-V def2-TZVPD RIJCOSX def2/J DEFGRID3
* xyz 0 1
I -4.7350 -1.3110 2.7175
S 2.7134 2.9655 0.6108
P -1.1772 -3.4250 -4.7373
F 1.0735 -1.0900 3.5331
F 3.2367 0.3495 2.2495
F 2.1696 2.9726 -0.8853
F 2.7905 -2.3910 2.3004
F -0.1492 -0.5453 1.8426
F 1.6449 4.0872 0.9382
F 1.6412 1.2770 3.3893
F 1.2344 0.8791 -0.0516
F 3.7351 4.0949 0.2060
F 2.4665 -1.4672 0.3583
F 3.2518 3.0427 2.0825
F 0.3388 2.1403 1.4220
F 3.7875 1.8908 0.1904
O -12.6431 -1.6574 -2.8842
O 11.5306 -0.4430 2.0808
O 0.6012 0.2471 -2.7152
O -3.0337 -2.4173 -1.4284
O 6.8634 -2.6879 1.1374
O -7.6089 -1.3043 -1.0282
O 5.7650 -8.2833 5.6950
O 0.3337 -1.0679 -3.1871
O 0.8402 11.5110 -4.0090
O 0.0123 -3.5676 -2.4168
O 3.6177 8.7196 -0.1974
C -13.4404 -2.8227 -2.9740
C -8.7321 -0.9936 -0.2185
C 8.2170 -8.3480 5.8717
C -9.6692 0.3672 -2.0184
C -4.0422 -3.4360 0.5451
C -9.9079 2.5510 -0.3820
C -7.1390 -3.6333 -0.8395
C -2.4536 -3.1922 2.4588
C -3.3546 -2.4318 1.4929
C -10.2422 2.6185 -1.6969
C 6.3529 -0.8249 2.6573
C 0.4797 -3.1740 -5.4675
C 8.1012 -3.0423 1.7254
C -13.1621 -0.6102 -2.0830
C -2.4373 -2.4371 -5.6423
C 1.9256 0.6606 2.2346
C 5.6810 -7.2506 3.4648
C 10.8939 1.2747 0.4399
C 1.1265 -0.7101 2.2347
C 0.0988 10.4239 -4.5284
C -4.2547 -2.9071 -0.8750
C 0.8656 -3.0069 1.1628
C 1.8314 -1.8705 1.4922
C 12.3039 0.3995 2.9145
C -5.3220 -1.8267 -0.9638
C -14.8077 -2.5842 -3.5928
C -9.3071 0.3118 -0.7097
C 6.9313 -9.0549 5.4757
C 7.9809 -4.1038 2.8055
C -2.4877 -3.3388 -2.3693
C -1.1310 -2.9064 -2.9112
C -9.4256 1.3883 0.1209
C 0.0379 -3.9148 -1.0540
C 5.6832 -7.0689 4.9735
C 11.5135 1.0319 4.0482
C 2.9364 10.2784 -3.6546
C 10.4579 0.1777 1.3969
C 1.4975 1.5717 1.0560
C -10.1562 1.5472 -2.5364
C -1.0061 -1.3657 -2.8636
C 5.9032 -2.1271 2.0140
C 2.8254 9.6647 0.4951
C -0.6636 9.6418 -3.4712
C 3.3046 7.3575 0.0291
C -6.6974 -2.2158 -0.4208
C -0.0187 -2.7368 -0.0721
C -13.3536 -0.9898 -0.6245
C 1.8969 6.9751 -0.3961
C 1.8541 11.1757 -3.0790
C 2.9282 9.5555 2.0074
H 1.1830 -3.5528 -4.7257
H 11.3055 2.1348 0.9708
H 8.4262 -7.4949 5.2237
H 3.7493 10.1573 -2.9380
H 8.6113 -2.1519 2.1087
H 1.4157 10.7271 -2.1801
H -2.3578 -2.7362 -6.6864
H 9.0622 -9.0333 5.8006
H -13.5370 -3.2981 -1.9911
H -0.6103 10.8602 -5.2327
H 2.3034 12.1206 -2.7711
H 2.5517 9.2847 -3.8913
H -12.8794 -3.5161 -3.6018
H -1.8028 -3.8758 1.9128
H -15.4399 -1.9676 -2.9517
H 3.9730 9.5720 2.3210
H 9.9687 -0.6149 0.8298
H 8.7191 -3.4304 0.9148
H 7.4467 -3.7286 3.6809
H 5.4865 -6.2986 2.9697
H -14.1431 -1.7335 -0.4992
H -5.4849 -1.5827 -2.0162
H -3.4134 -4.3287 0.4976
H 5.5313 -0.3759 3.2161
H 6.8112 -9.9499 6.0868
H -1.8845 -2.5128 3.0907
H 10.7786 1.7491 3.6786
H -2.7968 -1.6983 0.9192
H 4.0234 6.7873 -0.5597
H 8.9699 -4.4265 3.1329
H 0.2778 -1.8019 -0.5405
H -15.3214 -3.5329 -3.7515
H 5.0211 -1.9378 1.4064
H 3.1898 10.6453 0.1855
H 3.4793 7.0928 1.0784
H -7.3273 -3.5900 -1.9120
H 2.4881 8.6274 2.3762
H -6.4233 -4.4075 -0.5873
H -3.1776 -3.3430 -3.2224
H 7.1815 -0.9808 3.3510
H -6.7245 -2.1455 0.6666
H -12.4341 -1.4141 -0.2171
H 3.3367 10.7038 -4.5763
H -0.6791 -4.6984 -0.7885
H 0.0104 9.1107 -2.7961
H 6.6897 -0.1193 1.8954
H 8.1492 -7.9761 6.8950
H -1.2751 10.3129 -2.8662
H 6.6406 -7.6249 3.1036
H -14.0976 -0.2289 -2.5089
H -14.7094 -2.0713 -4.5505
H -4.9807 -3.7421 1.0033
H 12.1831 1.5627 4.7255
H 11.6655 0.9058 -0.2373
H -1.0276 -2.5829 0.2987
H 1.7801 9.6005 0.1702
H -3.4521 -2.6133 -5.3043
H 9.7172 0.5566 2.1113
H 7.4318 -4.9686 2.4307
H 4.7447 -6.6060 5.2803
H -2.1930 -1.3705 -5.6322
H -9.9756 3.3977 0.2860
H 4.9148 -7.9671 3.1648
H -9.1124 1.2829 1.1511
H -10.6051 3.5558 -2.1042
H 6.4852 -6.3867 5.2785
H -9.4953 -1.7765 -0.3195
H 2.4037 10.3849 2.4829
H -13.6269 -0.1115 -0.0391
H 0.2710 -3.1330 2.0684
H 1.5274 0.1797 -2.4459
H -4.9779 -0.9044 -0.4925
H -8.1062 -3.8201 -0.3755
H 1.7575 5.9036 -0.3198
H -1.3117 8.9020 -3.9422
H -8.4877 -0.9250 0.8463
H 12.8110 1.1673 2.3194
H 10.0442 1.6219 -0.1487
H -9.5515 -0.5092 -2.6366
H 0.7482 9.7590 -5.1091
H 1.1412 7.4546 0.2296
H 1.4890 -3.8964 1.0860
H -4.5837 -3.7451 -1.4927
H -10.4243 1.6018 -3.5802
H 0.6098 -3.7883 -6.3524
H 0.7514 -2.1320 -5.6411
H -12.4374 0.1993 -2.1457
H 1.7128 7.2815 -1.4278
H 5.6090 -2.8557 2.7785
H -1.7132 -0.8828 -3.5426
H 6.9785 -9.3911 4.4337
H -2.4943 -4.3657 -2.0010
H 10.9748 0.2680 4.6110
H 13.0845 -0.2364 3.3331
H -3.0538 -3.8017 3.1343
H -1.2173 -0.9674 -1.8689
H 1.0121 -4.3784 -0.9001
*
```

=====

# 2
Below is a structure of composition C51H101NbO14PS6 at a distorted geometry, with properties calculated with wB97M-V/def2-TZVPD.

Summary:
Energy   -159033.428 eV
LUMO level   1.291 eV
Frontier orbital gap   0.1866 Ha

Structure (ORCA input):
```
! wB97M-V def2-TZVPD RIJCOSX def2/J DEFGRID3
* xyz -1 1
Nb 3.1619 3.7979 -2.3875
S -6.5707 -4.0789 2.7263
S 2.0751 10.9702 -0.7427
S 1.1002 -10.8757 -0.4868
S 4.3990 -5.7182 1.6574
S 0.0601 8.5910 3.7712
S -8.1763 -4.3733 -2.5474
P 3.2568 5.5972 -0.5256
O -8.7971 -3.2660 -1.8636
O 0.8972 10.3613 -1.3035
O -5.7300 -3.3774 3.6575
O -6.0894 -4.4103 1.4080
O -8.8745 -5.6249 -2.7182
O 2.1522 -10.2138 -1.2131
O 3.9006 2.0646 0.2166
O 5.4551 -5.0534 0.9393
O 3.6755 -5.0585 2.7140
O 0.8432 9.7496 3.4094
O -1.2850 8.7324 4.2728
O 4.5933 2.7962 -5.0292
O 0.3777 -10.2090 0.5660
O 3.3446 10.2954 -0.7158
C -7.5682 -3.8293 -4.1513
C 3.8814 -8.2680 1.9930
C 1.6018 0.6072 1.2370
C -5.6630 -4.9392 -3.0305
C 0.0826 7.4447 2.3968
C 6.9012 2.4522 -5.3498
C 0.7297 -0.2445 2.1857
C 3.1484 7.2553 -1.3675
C 3.3840 -7.9404 0.5788
C -9.1761 -4.3349 2.5611
C -2.7016 2.4859 -1.5103
C 0.1832 2.4935 -2.8519
C 3.4248 2.4636 -4.2249
C 4.4401 2.3617 -1.1209
C 1.3019 6.2590 4.1454
C 5.3791 0.2231 0.6081
C 2.3543 12.8920 1.0128
C 4.5612 -1.8628 1.4196
C 3.2830 -1.2984 1.4968
C 1.0254 7.5712 4.8952
C 5.0294 5.6245 0.0630
C 2.0099 13.6017 -0.3075
C -7.2415 -5.5630 3.4924
C 1.3137 6.5784 2.6433
C 1.1933 2.8832 -1.7576
C -8.7450 -5.3110 3.6651
C 0.5801 -13.4239 -0.1427
C -4.0016 1.6498 -1.7111
C -3.7501 -0.9360 1.1340
C 1.7099 -12.4385 0.1391
C -0.6526 1.2727 -2.3960
C 7.0231 -1.6700 0.8971
C 5.5714 1.7964 -5.0379
C -4.8336 1.6032 -0.4177
C -3.5736 -1.7888 2.4063
C 5.0111 -7.2829 2.2794
C -1.5235 1.5473 -1.1783
C 5.6352 -1.0899 0.9877
C -5.5668 0.2526 -0.2238
C 1.6399 2.0319 1.8380
C 3.2205 -6.4170 0.4947
C 1.7221 11.5095 0.9140
C 2.2997 12.6122 -1.4494
C 3.0108 0.0218 1.1244
C -6.5732 -4.7011 -1.8310
C 4.0944 0.7826 0.6411
C -8.1333 -3.2227 2.5572
C 0.0852 -13.0994 -1.5587
C -6.0368 -3.8624 -4.0589
C -0.0786 -11.5767 -1.6501
C -5.1962 -0.4279 1.0884
H 2.2266 -6.0992 0.8033
H -3.6853 0.6458 -1.9843
H 2.2976 5.0342 -3.4384
H -5.3090 0.2584 1.9271
H 1.7660 2.7975 1.0812
H 2.5280 2.0955 2.4678
H -5.8481 -5.9316 -3.4487
H 4.2240 -9.2997 2.0728
H -7.0467 -6.3978 2.8217
H 0.9514 13.8697 -0.3113
H -5.6671 -2.8928 -3.7205
H -5.8283 -1.3095 1.2193
H -2.5290 3.0278 -2.4356
H 2.8175 7.9951 -0.6465
H -8.9336 -4.8625 4.6426
H 2.5807 14.5214 -0.4332
H 0.4529 7.4190 5.8067
H -1.9011 0.5878 -0.8229
H 4.7094 -2.8971 1.6928
H -6.7348 -5.7244 4.4402
H 2.6068 -12.6912 -0.4257
H 0.7031 3.6313 -1.1269
H 0.8249 -13.4349 -2.2881
H 0.0803 0.4884 -2.1932
H 5.7178 5.5010 -0.7674
H 2.2423 5.8155 4.4685
H -5.5340 2.4363 -0.4449
H 5.1651 4.8700 0.8327
H -0.9473 1.9849 -0.3644
H -2.8409 3.1733 -0.6799
H -1.2643 0.9001 -3.2253
H 2.1298 10.7842 1.6118
H -1.0727 -11.2578 -1.3432
H -5.5906 -4.0603 -5.0323
H -9.1793 -4.8446 1.5952
H -0.2292 -13.2773 0.5756
H -8.1258 -2.6347 1.6417
H 0.5092 5.5391 4.3594
H -4.1792 1.7635 0.4369
H 5.9085 -7.5321 1.7140
H -2.5254 -1.9012 2.6757
H -6.6462 -5.5529 -1.1602
H 3.4398 -6.0332 -0.4981
H 0.6472 2.1849 -3.7905
H -8.2423 -2.5695 3.4226
H 7.0218 3.3162 -4.7018
H 3.4720 1.4098 -3.9361
H 5.2483 -7.1822 3.3360
H -0.4857 3.3173 -3.0925
H 5.2248 6.6051 0.5036
H -0.8510 -13.6068 -1.7856
H 1.9857 13.4371 1.8806
H 7.0713 -2.5854 1.4820
H 2.4988 -1.9503 1.8482
H 0.5282 -1.2123 1.7346
H -7.9502 -2.8313 -4.3498
H 0.1228 8.0006 1.4620
H -4.5612 2.0807 -2.5401
H 1.9451 8.1078 5.1207
H 4.7543 4.5676 -2.9360
H 0.9213 -14.4545 -0.0590
H 1.2955 5.6783 2.0325
H -3.0562 -0.0986 1.1802
H 0.1431 -11.1967 -2.6438
H 7.7503 -0.9753 1.3117
H 6.9030 2.8339 -6.3696
H 4.1295 7.5955 -1.6969
H 1.9468 -12.3355 1.1955
H 5.6244 1.2847 -4.0711
H -0.8344 6.8580 2.4461
H 0.6395 11.5617 1.0201
H 0.7856 2.2111 2.4881
H -4.0911 -1.2769 3.2114
H -7.9440 -4.5250 -4.8991
H 4.1217 -8.2736 -0.1532
H 1.3806 2.0211 -1.1172
H 5.4321 2.7955 -0.9722
H 2.5092 7.2359 -2.2420
H -9.3050 -6.2440 3.6200
H -10.1759 -3.9410 2.7355
H 1.6155 12.7317 -2.2853
H 2.5845 2.6298 -4.9032
H 6.1753 0.8680 0.2601
H -4.6130 -4.8828 -2.7489
H 2.4517 -8.4474 0.3522
H 3.3279 12.6856 -1.7981
H 4.5546 1.4416 -1.6965
H 3.0715 -8.1248 2.7119
H -5.3780 -0.4046 -1.0700
H 1.2715 -0.3594 3.1207
H 2.2181 7.1334 2.3867
H -0.1979 0.2962 2.3503
H -4.0096 -2.7549 2.2148
H 7.7238 1.7492 -5.2282
H 7.2564 -1.9181 -0.1356
H -6.6384 0.4621 -0.2069
H -3.5365 -1.5393 0.2520
H 3.4388 12.8007 1.1071
H 5.3545 1.0342 -5.8024
H 1.1465 0.6197 0.2486
H -6.2728 -3.8147 -1.2738
*
```